Below is a gas-phase ion, C22H30NO3 (charge +1), with properties calculated with wB97M-V/def2-TZVPD.

Computed properties:
- E_tot (Ha) = -1136.60232
- net charge = +1
- HOMO-LUMO gap (eV) = 9.413
- SMILES string = CC(C)(C)[NH2+]C[C@@H](O)COc1ccccc1C(=O)CCc1ccccc1
- LUMO energy (eV) = -2.4

Geometry (Å):
C  -1.831  0.776  3.553
C  -1.983  0.342  2.100
C  -2.283  -1.152  2.025
C  -3.066  1.133  1.379
N  -0.681  0.549  1.369
C  -0.046  1.878  1.473
C  0.626  2.285  0.147
O  1.525  1.307  -0.304
C  -0.411  2.481  -0.978
O  -0.969  1.227  -1.326
C  -0.760  0.777  -2.609
C  -1.042  1.591  -3.699
C  -0.866  1.123  -4.987
C  -0.394  -0.163  -5.200
C  -0.093  -0.971  -4.123
C  -0.266  -0.525  -2.811
C  0.077  -1.366  -1.648
O  -0.490  -1.237  -0.577
C  1.202  -2.352  -1.832
C  1.596  -3.047  -0.524
C  2.040  -2.078  0.535
C  3.160  -1.277  0.348
C  3.564  -0.383  1.327
C  2.852  -0.273  2.511
C  1.741  -1.077  2.715
C  1.344  -1.975  1.734
H  -1.713  1.851  3.654
H  -2.722  0.492  4.105
H  -0.981  0.284  4.020
H  -3.289  -1.348  2.383
H  -2.210  -1.508  1.001
H  -1.593  -1.718  2.645
H  -4.032  0.925  1.828
H  -3.110  0.847  0.331
H  -2.903  2.206  1.444
H  -0.006  -0.180  1.667
H  -0.843  0.325  0.353
H  -0.797  2.629  1.714
H  0.698  1.861  2.274
H  1.129  3.250  0.309
H  2.302  1.256  0.269
H  -1.209  3.151  -0.642
H  0.095  2.929  -1.837
H  -1.426  2.587  -3.534
H  -1.106  1.760  -5.824
H  -0.263  -0.533  -6.204
H  0.261  -1.974  -4.302
H  2.050  -1.817  -2.264
H  0.891  -3.110  -2.554
H  2.408  -3.745  -0.737
H  0.743  -3.619  -0.155
H  3.737  -1.363  -0.560
H  4.451  0.214  1.175
H  3.177  0.412  3.281
H  1.213  -1.034  3.658
H  0.499  -2.626  1.907